Here is 7 unconnected molecules or ions with the total composition C22H49BrIN7O9P in a non-equilibrium geometry from OMol25. Energies are from ωB97M-V/def2-TZVPD.

total energy	-5141.04945	hartree
spin multiplicity	1
total charge	+1

Last column: Löwdin charge in e.
Cartesian coordinates (Å):
O: 2.818 -1.800 2.782  -0.27
P: 2.787 -0.605 1.957  0.43
O: 3.767 -0.691 0.714  -0.10
O: 3.199 0.702 2.778  -0.10
C: 1.123 -0.256 1.184  -0.29
C: 0.377 0.851 1.869  -0.03
N: -0.885 0.657 1.813  0.05
C: -1.215 -0.547 1.030  -0.71
I: -1.485 0.150 -0.992  1.04
C: 0.047 -1.369 1.250  -0.68
Br: -0.157 -2.183 2.998  0.86
H: 3.545 -0.095 -0.021  0.06
H: 3.331 1.498 2.245  0.10
H: 1.328 0.043 0.143  0.11
H: 0.778 1.715 2.384  0.16
H: -1.586 1.267 2.220  0.18
H: -2.153 -1.024 1.280  0.08
H: 0.121 -2.140 0.481  0.05
C: 1.295 -3.884 -1.442  -0.32
O: 0.345 -3.155 -1.171  -0.05
N: 1.752 -4.847 -0.635  -0.18
C: 2.904 -5.663 -0.971  -0.04
C: 1.061 -5.059 0.632  -0.02
H: 1.852 -3.786 -2.384  0.14
H: 2.628 -6.717 -1.015  0.09
H: 3.692 -5.536 -0.228  0.09
H: 3.289 -5.362 -1.943  0.09
H: 0.024 -5.341 0.451  0.10
H: 1.060 -4.125 1.192  0.04
H: 1.560 -5.838 1.201  0.10
C: -4.569 3.148 -2.323  -0.34
O: -3.469 2.878 -1.847  -0.09
N: -5.288 2.328 -3.092  -0.18
C: -6.580 2.716 -3.632  -0.05
C: -4.765 1.009 -3.394  -0.04
H: -5.053 4.121 -2.153  0.14
H: -7.353 2.041 -3.271  0.07
H: -6.556 2.698 -4.723  0.09
H: -6.822 3.722 -3.301  0.09
H: -4.610 0.438 -2.476  0.07
H: -3.808 1.083 -3.913  0.09
H: -5.476 0.483 -4.026  0.09
C: -1.326 6.744 0.869  -0.36
O: -1.532 7.869 1.268  0.03
N: -2.185 5.711 1.022  -0.20
C: -1.892 4.385 0.530  -0.07
C: -3.442 5.961 1.706  -0.04
H: -0.401 6.461 0.335  0.13
H: -2.634 4.039 -0.193  0.06
H: -1.863 3.677 1.372  0.07
H: -0.917 4.389 0.043  0.08
H: -4.020 6.722 1.182  0.10
H: -3.264 6.319 2.720  0.09
H: -4.015 5.037 1.741  0.08
C: 7.946 -3.997 2.404  -0.35
O: 7.580 -4.518 1.367  0.01
N: 7.240 -3.056 3.064  -0.20
C: 7.705 -2.452 4.292  -0.06
C: 5.965 -2.654 2.497  -0.06
H: 8.899 -4.253 2.896  0.13
H: 7.004 -2.639 5.108  0.09
H: 7.821 -1.372 4.176  0.09
H: 8.671 -2.876 4.561  0.08
H: 5.295 -3.510 2.428  0.09
H: 6.109 -2.259 1.490  0.09
H: 5.507 -1.896 3.126  0.07
C: -7.113 1.323 -0.090  -0.34
O: -7.732 1.862 -0.988  0.01
N: -7.409 0.110 0.413  -0.19
C: -6.645 -0.489 1.485  -0.06
C: -8.543 -0.612 -0.145  -0.03
H: -6.240 1.795 0.395  0.13
H: -6.204 -1.436 1.167  0.09
H: -7.276 -0.677 2.356  0.09
H: -5.846 0.191 1.779  0.07
H: -8.396 -0.791 -1.209  0.09
H: -9.459 -0.034 -0.025  0.10
H: -8.646 -1.563 0.371  0.09
C: 3.866 -0.600 -2.646  -0.35
O: 2.734 -0.323 -2.263  -0.02
N: 4.772 0.298 -3.051  -0.19
C: 6.118 -0.088 -3.439  -0.04
C: 4.390 1.699 -3.114  -0.03
H: 4.252 -1.631 -2.647  0.14
H: 6.856 0.403 -2.803  0.09
H: 6.313 0.186 -4.476  0.10
H: 6.232 -1.165 -3.336  0.09
H: 4.087 2.063 -2.131  0.08
H: 3.549 1.837 -3.793  0.10
H: 5.237 2.282 -3.465  0.09

Forces on the atoms, in the same order (eV/Å):
0.0 0.1 0.0
0.3 -0.7 -0.1
-0.3 0.5 -0.1
-0.5 0.2 -0.3
0.3 0.2 1.2
-0.1 0.0 0.0
-0.1 -0.1 0.1
0.0 0.1 -0.5
-0.1 0.0 0.0
-0.4 0.1 -0.9
-0.1 -0.1 0.1
0.1 -0.3 -0.3
0.3 0.0 0.1
-0.3 -0.1 -0.1
0.0 0.0 -0.1
0.1 0.1 -0.1
0.1 0.1 0.4
0.3 -0.1 0.1
0.0 0.1 0.1
0.0 0.0 0.0
0.0 -0.1 0.0
0.0 0.0 0.1
0.0 0.2 -0.3
0.0 0.0 0.0
0.0 0.0 0.0
0.0 0.0 0.0
0.0 0.0 0.0
0.0 -0.1 0.0
0.1 -0.1 0.2
0.1 0.0 0.0
0.1 0.1 0.0
-0.1 -0.2 0.0
0.0 0.0 0.0
0.0 -0.1 -0.1
0.0 0.0 0.1
0.0 0.0 0.0
0.0 0.0 0.0
0.0 0.0 0.0
0.0 0.0 0.0
0.0 0.0 0.0
0.0 0.0 0.0
0.0 0.0 0.0
0.0 0.0 0.0
0.0 0.0 0.0
0.0 0.0 0.0
-0.1 0.1 0.1
0.0 0.0 0.0
0.0 0.0 0.0
0.1 0.0 0.0
0.0 0.0 0.0
0.0 0.0 0.0
0.0 0.0 0.0
0.0 0.0 0.0
0.0 0.0 0.0
0.0 0.0 0.0
0.0 0.0 0.0
0.0 0.0 0.0
-0.1 0.0 0.0
0.1 -0.1 0.0
0.0 0.0 0.0
0.0 0.0 0.0
0.0 0.0 0.0
0.0 0.0 0.0
-0.1 0.0 0.0
0.0 0.0 0.0
0.0 0.0 0.0
0.0 0.0 0.0
0.1 0.0 0.1
0.0 0.0 0.0
-0.1 0.0 0.0
0.0 0.0 0.0
0.0 0.0 0.0
0.0 0.0 0.0
0.0 0.0 0.0
0.0 0.0 0.0
0.0 0.0 0.0
0.0 0.0 0.0
0.0 0.0 0.0
0.2 0.0 0.2
0.1 0.1 0.3
-0.1 0.0 0.0
0.0 0.0 -0.1
0.0 0.0 0.0
-0.1 0.0 -0.1
0.0 0.0 0.0
0.0 0.0 0.0
0.0 0.0 0.0
0.0 0.0 0.0
0.0 0.0 0.0
0.0 0.0 0.0